Below is a molecular structure, C11H18NO2, with properties calculated with wB97M-V/def2-TZVPD.

Last column: natural (NBO) charge in e.
Positions of all 32 atoms, in Å:
C1 -3.65 -0.99 0.14  -0.187
C2 -3.20 0.10 -0.59  -0.192
C3 -2.69 -1.73 0.84  -0.190
C4 -1.86 0.37 -0.76  -0.207
C5 -1.34 -1.49 0.77  -0.207
C6 -0.87 -0.41 -0.08  -0.127
C7 0.95 -0.01 -1.80  -0.657
C8 0.98 2.53 -0.14  -0.462
C9 0.63 1.19 1.76  -0.410
C10 1.85 -1.51 0.33  0.470
C11 0.52 -0.12 -0.32  0.114
N1 1.12 1.10 0.40  -0.420
O1 3.00 -0.80 0.48  -0.742
O2 1.94 -2.41 -0.68  -0.708
H1 -4.75 -1.26 0.13  0.249
H2 -3.76 0.76 -1.28  0.234
H3 -3.04 -2.60 1.48  0.236
H4 -1.53 0.98 -1.59  0.210
H5 -0.60 -1.74 1.50  0.209
H6 1.16 -0.89 -2.33  0.259
H7 0.32 0.73 -2.24  0.218
H8 1.95 0.37 -1.81  0.205
H9 1.15 2.53 -1.27  0.241
H10 0.00 3.07 0.09  0.250
H11 1.81 3.23 0.19  0.251
H12 -0.44 1.55 1.48  0.235
H13 0.78 0.30 2.29  0.222
H14 1.10 1.97 2.31  0.230
H15 1.46 -1.82 1.35  0.167
H16 2.13 0.87 0.47  0.462
H17 3.71 -0.91 -0.26  0.531
H18 1.18 -2.95 -0.86  0.516

Summary:
LUMO in eV: -2.56
HOMO in eV: -12.60
Charge: +1
ΔE to the lowest compared entry with this formula, charge and spin in kJ/mol: 243.6